# C18H20Cl2FN2

2 unconnected molecules or ions with the total composition C18H20Cl2FN2 (ωB97M-V/def2-TZVPD, the Open Molecules 2025 dataset).

The geometry in XYZ format:
```
43
Properties=species:S:1:pos:R:3:forces:R:3
Cl 1.72180 3.09410 8.53930 0.188 -0.494 -0.213
Cl 4.06584 -1.43606 7.17147 -0.265 0.422 0.050
F 1.85052 0.52192 7.19711 3.391 0.882 2.083
N -3.35880 -0.37846 6.31786 -1.118 0.041 0.300
N 3.07416 0.90233 7.92878 -1.640 -0.369 -1.244
C -2.19903 0.35365 6.32642 1.319 0.571 -0.943
C -2.01595 1.40845 7.41606 0.145 -0.270 -0.496
C -5.70526 -2.14420 6.66190 0.015 0.118 -0.011
C 5.42216 1.74579 9.14008 -0.488 0.187 -0.056
C 5.34832 0.50452 8.51885 -0.426 -0.042 -0.090
C -2.11348 3.69613 8.21033 0.235 -0.160 -0.065
C 3.11237 2.11832 8.52276 -0.488 0.870 0.226
C -5.78220 -0.65960 6.97913 0.273 0.154 -0.044
C 4.28685 2.56039 9.13839 -0.014 -0.715 -0.260
C -1.34528 1.92322 9.68642 0.054 -0.024 -0.226
C -4.69387 -2.37244 5.54625 -0.021 0.196 -0.139
C -1.65021 3.26976 9.45917 -0.071 -0.048 0.132
C -4.40358 -0.07774 7.31572 0.072 -0.111 0.355
C -1.19364 0.21995 5.39939 -1.043 0.112 0.982
C -2.26095 2.76868 7.17268 -0.135 -0.255 0.161
C 4.16182 0.08997 7.90963 0.219 -0.694 -0.231
C -3.32053 -1.75388 5.82429 0.130 -0.317 0.270
C -1.52118 0.99858 8.65925 -0.152 -0.020 -0.065
H -0.34696 0.88660 5.50736 -0.001 -0.142 -0.231
H -1.28036 -0.44894 4.54136 0.256 0.267 0.366
H -4.57186 -3.44526 5.39311 0.163 0.013 -0.124
H -4.09178 -0.47268 8.30048 -0.101 0.085 -0.099
H -0.96107 1.57641 10.64993 -0.181 0.261 -0.260
H -1.53963 3.98307 10.27552 -0.042 -0.101 -0.213
H -6.20708 -0.10611 6.13403 0.042 -0.120 -0.001
H 4.26518 3.53245 9.60934 -0.018 -0.025 -0.033
H 6.34346 2.07711 9.63165 -0.401 -0.157 -0.261
H -2.80272 -2.38849 6.57268 -0.010 0.173 -0.160
H -6.69386 -2.50828 6.35650 0.217 -0.040 0.095
H -5.08248 -1.95523 4.61286 -0.057 0.014 0.028
H -2.34762 4.75155 8.03780 0.110 -0.418 0.088
H 6.18898 -0.18267 8.49491 -0.202 0.111 -0.035
H -5.40766 -2.69851 7.56390 -0.043 0.064 -0.136
H -2.59162 3.08463 6.17723 0.072 -0.132 0.427
H -1.27653 -0.06082 8.79945 -0.167 0.414 0.045
H -4.51289 1.00985 7.42077 0.216 -0.307 -0.056
H -2.72470 -1.77596 4.91086 -0.122 -0.093 0.139
H -6.44133 -0.49416 7.83618 0.088 0.101 -0.055
```
Forces are in eV/Å.

Summary:
Frontier orbital gap in eV: 4.46
Charge: +1
E_HOMO in eV: -9.59
E_LUMO in hartree: -0.188